Density functional theory data (ωB97M-V/def2-TZVPD) for C54H42F9N3O2PPtSTe as an isolated structure at a distorted geometry.

E_HOMO ... -10.028 eV
Spin multiplicity ... 1
Gap between HOMO and LUMO ... 6.386 eV
Net charge ... +1
F_max ... 1.31 eV/A
LUMO energy ... -0.134 hartree
Total energy ... -120364.42098 eV

The geometry in XYZ format:
```
114
Properties=species:S:1:pos:R:3:mulliken_charge:R:1
Pt 1.48 -0.17 -0.86 3.476
C -1.53 -4.18 4.23 -1.755
C -0.67 -3.31 3.33 -0.532
C 0.18 -2.35 3.85 -0.519
C 1.03 -1.58 3.04 1.257
C 1.89 -0.50 3.63 0.020
O 2.22 0.48 2.99 -0.480
C 2.31 -0.60 5.07 0.737
C 2.76 -1.79 5.63 -0.082
C 3.14 -1.83 6.97 -0.869
C 3.06 -0.69 7.75 -0.466
C 2.62 0.50 7.19 -0.752
C 2.26 0.55 5.86 -0.452
C 1.03 -1.78 1.64 -0.681
O 1.96 -1.21 0.92 -1.560
C 0.07 -2.66 1.10 1.614
C -0.73 -3.43 1.96 -0.745
C -0.09 -2.81 -0.35 1.105
N 0.24 -1.91 -1.22 -0.529
C -0.01 -2.24 -2.67 -0.200
C 0.51 -1.24 -3.68 -1.078
Te -0.28 -1.67 -5.63 0.216
C -2.22 -1.25 -4.90 -0.765
C -3.05 -2.28 -4.46 -0.013
C -4.29 -1.98 -3.90 -0.646
C -4.71 -0.66 -3.79 -0.775
C -3.89 0.37 -4.25 -0.367
C -2.65 0.07 -4.81 0.276
C -0.65 -4.11 -0.84 -1.101
C -1.96 -4.20 -1.30 0.513
C -2.45 -5.41 -1.77 -0.961
C -1.64 -6.53 -1.78 -0.552
C -0.33 -6.45 -1.31 -0.907
C 0.16 -5.24 -0.83 0.025
H -1.37 -3.94 5.28 0.376
H -1.30 -5.24 4.09 0.368
H -2.60 -4.04 4.02 0.329
H 0.17 -2.17 4.92 0.495
H 2.82 -2.68 5.02 0.484
H 3.49 -2.76 7.40 0.425
H 3.33 -0.73 8.80 0.428
H 2.55 1.40 7.81 0.430
H 1.92 1.48 5.41 0.404
H -1.43 -4.14 1.52 0.556
H -1.09 -2.30 -2.80 0.091
H 0.40 -3.22 -2.89 0.397
H 1.60 -1.25 -3.76 0.616
H 0.16 -0.24 -3.46 -0.424
H -2.73 -3.31 -4.55 0.413
H -4.94 -2.79 -3.56 0.435
H -5.68 -0.43 -3.36 0.461
H -4.22 1.40 -4.19 0.467
H -2.02 0.87 -5.17 0.357
H -2.60 -3.32 -1.29 0.535
H -3.48 -5.48 -2.13 0.483
H -2.02 -7.47 -2.16 0.409
H 0.30 -7.33 -1.30 0.434
H 1.17 -5.17 -0.45 0.502
C 4.77 3.06 0.98 -1.026
N 4.75 1.65 1.40 0.270
C 5.17 1.20 2.64 -0.089
C 4.97 -0.13 2.67 -0.954
N 4.45 -0.46 1.45 0.316
C 4.28 0.62 0.68 0.015
S 3.72 0.65 -0.97 -0.546
H 5.51 3.59 1.57 0.366
H 3.80 3.50 1.14 0.412
H 5.03 3.12 -0.07 0.334
H 5.57 1.87 3.39 0.444
H 5.15 -0.85 3.45 0.489
H 4.01 -1.34 1.21 0.259
F 3.23 7.27 0.85 -0.258
C 1.89 7.20 0.72 0.802
F 1.34 7.59 1.88 -0.271
F 1.54 8.10 -0.22 -0.252
C 1.45 5.82 0.33 0.433
C 0.28 5.29 0.84 -1.175
C -0.13 4.02 0.46 -0.002
C 0.66 3.28 -0.42 1.008
C 1.83 3.82 -0.93 -0.867
C 2.23 5.09 -0.56 -1.200
P 0.16 1.67 -1.08 -0.893
C -0.51 2.18 -2.70 0.720
C -1.79 2.72 -2.83 -0.597
C -2.22 3.18 -4.06 -1.208
C -1.37 3.12 -5.15 0.150
C -0.10 2.59 -5.03 -0.632
C 0.33 2.12 -3.80 0.104
C -1.87 3.63 -6.48 0.657
F -2.75 2.76 -7.02 -0.248
F -2.49 4.81 -6.34 -0.266
F -0.87 3.79 -7.36 -0.287
C -1.25 1.04 -0.14 0.140
C -1.22 1.06 1.26 -0.533
C -2.22 0.43 1.98 -0.969
C -3.23 -0.24 1.31 0.049
C -3.24 -0.32 -0.07 -0.712
C -2.24 0.31 -0.80 -0.186
C -4.33 -0.87 2.12 0.528
F -5.32 -1.34 1.34 -0.289
F -4.87 0.01 2.98 -0.269
F -3.87 -1.91 2.85 -0.196
H -0.32 5.87 1.52 0.519
H -1.05 3.61 0.85 0.491
H 2.45 3.24 -1.61 0.503
H 3.14 5.52 -0.95 0.490
H -2.45 2.79 -1.97 0.481
H -3.22 3.60 -4.17 0.568
H 0.56 2.56 -5.89 0.508
H 1.33 1.70 -3.70 0.281
H -0.40 1.54 1.78 0.704
H -2.21 0.45 3.07 0.442
H -4.02 -0.87 -0.58 0.698
H -2.24 0.24 -1.88 -0.181
```

=====

Density functional theory data (ωB97M-V/def2-TZVPD) for C54H43IrN4O2PS2Se as an isolated structure at a distorted geometry.

E_HOMO (alpha / beta) ... -17.384 / -17.361 eV
Spin multiplicity ... 2
Gap between HOMO and LUMO (alpha / beta) ... 6.790 / 4.069 eV
Net charge ... +4
F_max ... 2.00 eV/A
LUMO energy (alpha / beta) ... -0.389 / -0.488 hartree
Total energy ... -165861.70054 eV

The geometry in XYZ format:
```
108
Properties=species:S:1:pos:R:3:mulliken_charge:R:1
Ir -1.48 1.06 -1.05 1.221
C 6.81 2.84 -1.09 -1.680
C 5.52 2.08 -1.14 0.899
C 4.41 2.48 -0.40 -0.931
C 3.22 1.79 -0.45 -0.384
C 3.13 0.68 -1.28 0.793
C 4.21 0.26 -2.06 -0.738
C 5.40 0.96 -1.97 -0.849
S 1.62 -0.25 -1.37 0.207
O 0.59 0.63 -0.68 -0.280
C 2.04 -1.64 -0.29 1.244
C 2.34 -2.79 -1.02 -0.841
C 2.76 -3.93 -0.37 -1.168
C 2.83 -3.95 1.03 0.630
C 3.29 -5.10 1.72 -0.845
C 3.38 -5.12 3.12 -0.776
C 3.03 -4.00 3.84 -0.988
C 2.58 -2.85 3.19 -0.709
C 2.47 -2.80 1.77 1.039
C 2.07 -1.63 1.10 -0.484
C 1.67 -0.46 1.92 -0.486
C 2.68 0.37 2.48 1.378
C 4.07 0.07 2.32 -0.844
C 5.02 0.86 2.91 -0.942
C 4.64 1.98 3.67 -0.842
C 3.32 2.29 3.83 -1.099
C 2.30 1.50 3.25 0.936
C 0.93 1.79 3.45 -1.367
C -0.03 0.97 2.92 -0.612
C 0.35 -0.16 2.18 0.787
S -0.88 -1.16 1.38 1.290
O -1.82 -0.17 0.61 -0.350
C -1.93 -1.68 2.68 0.602
C -1.52 -1.65 4.01 -0.425
C -2.36 -2.18 4.98 -0.966
C -3.60 -2.73 4.64 0.773
C -4.49 -3.29 5.71 -1.493
C -3.97 -2.76 3.30 -1.023
C -3.14 -2.25 2.31 -0.737
H 6.82 3.56 -0.28 0.384
H 6.97 3.38 -2.02 0.360
H 7.66 2.16 -0.97 0.428
H 4.49 3.36 0.24 0.472
H 2.37 2.11 0.13 0.556
H 4.12 -0.60 -2.72 0.526
H 6.25 0.64 -2.57 0.491
H 2.24 -2.78 -2.10 0.626
H 3.01 -4.82 -0.93 0.542
H 3.57 -5.98 1.15 0.546
H 3.72 -6.01 3.63 0.477
H 3.10 -4.02 4.92 0.523
H 2.31 -1.98 3.78 0.567
H 4.38 -0.78 1.73 0.529
H 6.07 0.62 2.78 0.530
H 5.40 2.60 4.14 0.484
H 3.04 3.15 4.44 0.550
H 0.64 2.65 4.04 0.545
H -1.08 1.19 3.08 0.677
H -0.57 -1.22 4.30 0.409
H -2.05 -2.16 6.01 0.482
H -4.74 -2.51 6.43 0.365
H -3.99 -4.08 6.26 0.362
H -5.42 -3.68 5.30 0.378
H -4.92 -3.20 3.02 0.380
H -3.44 -2.29 1.27 0.343
Se -5.55 6.95 -3.43 0.430
N -5.98 5.47 -2.56 -0.822
C -4.88 4.78 -2.42 0.731
C -4.82 3.50 -1.73 0.445
C -5.91 2.85 -1.14 -0.796
C -5.71 1.64 -0.49 -0.996
C -4.44 1.09 -0.44 -0.204
N -3.40 1.68 -1.02 0.062
C -3.58 2.87 -1.66 -0.232
C -2.39 3.44 -2.24 0.151
N -1.25 2.70 -2.12 0.061
C -0.10 3.21 -2.55 -0.236
C -0.04 4.45 -3.18 -1.165
C -1.19 5.18 -3.37 -0.799
C -2.40 4.68 -2.87 0.465
C -3.69 5.37 -2.97 0.780
N -3.84 6.53 -3.56 -0.822
H -6.89 3.31 -1.18 0.594
H -6.53 1.13 -0.01 0.525
H -4.23 0.16 0.07 0.550
H 0.79 2.61 -2.39 0.524
H 0.92 4.82 -3.53 0.569
H -1.18 6.15 -3.86 0.607
C -3.34 0.31 -3.75 -1.293
P -1.74 -0.03 -2.99 1.581
C -0.52 0.52 -4.21 -1.169
C -1.63 -1.81 -2.89 0.734
C -1.58 -2.53 -4.08 -1.213
C -1.54 -3.92 -4.04 -0.959
C -1.56 -4.58 -2.82 -0.800
C -1.63 -3.86 -1.63 -0.611
C -1.66 -2.48 -1.67 0.653
H -3.38 -0.24 -4.69 0.574
H -3.47 1.37 -3.96 0.379
H -4.15 -0.04 -3.12 0.364
H -0.55 -0.14 -5.07 0.614
H 0.48 0.49 -3.80 0.075
H -0.76 1.53 -4.54 0.456
H -1.58 -2.05 -5.05 0.372
H -1.51 -4.48 -4.97 0.480
H -1.55 -5.66 -2.80 0.481
H -1.67 -4.38 -0.68 0.573
H -1.75 -1.90 -0.76 -0.180
```

=====

Density functional theory data (ωB97M-V/def2-TZVPD) for C54H45InN9O31S3V as an isolated structure at a distorted geometry.

E_HOMO (alpha / beta) ... -7.051 / -7.046 eV
Spin multiplicity ... 2
Gap between HOMO and LUMO (alpha / beta) ... 6.271 / 6.014 eV
Net charge ... -1
F_max ... 8.64 eV/A
LUMO energy (alpha / beta) ... -0.029 / -0.038 hartree
Total energy ... -196950.72974 eV

The geometry in XYZ format:
```
144
Properties=species:S:1:pos:R:3:mulliken_charge:R:1
In 0.63 6.62 0.21 1.033
O -0.02 0.98 -0.40 -1.220
V -0.12 2.56 -0.10 3.532
S -2.04 3.72 1.50 1.128
O -1.83 3.79 2.92 -0.688
O -1.91 2.39 1.00 -0.711
O -3.31 4.28 1.10 -0.665
O -0.94 4.33 0.79 -0.468
S 2.36 3.49 0.78 0.155
O 1.55 3.77 -0.43 -0.277
O 3.62 2.92 0.58 -0.598
O 2.44 4.77 1.51 -0.785
O 1.34 2.62 1.37 -0.196
S -1.38 4.44 -2.52 0.900
O -1.51 5.40 -1.45 -0.496
O -2.74 4.20 -2.80 -0.406
O -0.92 5.08 -3.78 -0.536
O -0.72 3.27 -1.99 -0.330
C 6.46 4.17 -3.37 -0.380
C 5.39 3.93 -2.44 -0.577
C 4.29 4.80 -2.49 0.074
C 4.25 5.84 -3.40 -0.108
C 5.30 6.05 -4.37 -0.376
C 6.42 5.17 -4.37 -0.548
N 3.03 6.78 -3.29 0.881
O 3.01 7.59 -4.23 -0.572
O 2.17 6.70 -2.40 -0.535
H 7.34 3.55 -3.39 0.357
H 5.43 3.13 -1.72 0.544
H 3.54 4.74 -1.71 0.272
H 5.18 6.87 -5.07 0.452
H 7.19 5.41 -5.09 0.381
C 2.55 -1.13 4.02 -0.504
C 3.65 -0.48 3.54 -0.719
C 4.91 -0.69 4.04 -0.358
C 5.14 -1.70 4.93 0.383
C 4.10 -2.49 5.41 -0.653
C 2.80 -2.13 5.01 -0.674
N 6.49 -1.94 5.47 0.881
O 6.83 -3.08 5.69 -0.556
O 7.36 -1.09 5.64 -0.574
H 1.58 -0.92 3.59 0.836
H 3.59 0.25 2.75 0.591
H 5.78 -0.22 3.61 0.427
H 4.22 -3.15 6.26 0.412
H 1.92 -2.62 5.41 0.464
C 2.10 -4.72 -2.76 -0.772
C 3.18 -3.87 -2.55 -0.326
C 3.04 -2.46 -2.71 -0.754
C 1.87 -1.99 -3.10 0.551
C 0.74 -2.76 -3.27 -0.352
C 0.88 -4.18 -3.06 -0.405
N 1.82 -0.56 -3.47 1.003
O 0.82 0.13 -3.35 -0.385
O 2.87 -0.16 -3.83 -0.627
H 2.10 -5.79 -2.57 0.434
H 4.15 -4.30 -2.39 0.402
H 3.96 -1.92 -2.53 0.515
H -0.15 -2.33 -3.72 0.327
H 0.04 -4.86 -3.14 0.405
C -7.60 -1.18 -3.62 -0.625
C -6.47 -1.67 -2.91 -0.410
C -5.81 -0.76 -2.02 0.300
C -6.11 0.58 -1.99 -0.175
C -7.28 1.01 -2.64 -0.567
C -7.98 0.14 -3.52 -0.506
N -5.19 1.54 -1.30 0.963
O -4.16 1.13 -0.71 -0.416
O -5.51 2.75 -1.26 -0.559
H -8.19 -1.79 -4.30 0.386
H -6.18 -2.70 -3.03 0.477
H -4.89 -1.11 -1.58 0.237
H -7.51 2.06 -2.61 0.450
H -8.88 0.54 -3.95 0.412
C 2.87 2.28 5.85 -0.780
C 3.34 3.41 6.50 -0.632
C 2.66 4.62 6.13 -0.541
C 1.84 4.69 5.06 -0.327
C 1.40 3.55 4.43 0.216
C 1.92 2.39 4.85 -0.001
N 1.46 6.04 4.52 0.759
O 1.41 7.02 5.32 -0.585
O 1.00 6.15 3.35 -0.384
H 3.20 1.28 6.10 0.362
H 4.17 3.44 7.19 0.450
H 2.93 5.49 6.72 0.434
H 0.66 3.49 3.65 0.488
H 1.57 1.47 4.40 0.489
C 0.13 -7.25 2.72 -0.498
C -0.86 -6.30 2.86 -0.779
C -0.66 -4.95 2.34 0.415
C 0.52 -4.69 1.72 -0.278
C 1.51 -5.70 1.59 -0.461
C 1.34 -6.91 2.12 -0.523
N 0.87 -3.24 1.41 0.814
O 0.07 -2.31 1.55 -0.024
O 2.02 -2.94 1.00 -0.581
H 0.12 -8.21 3.20 0.380
H -1.76 -6.64 3.34 0.428
H -1.48 -4.25 2.37 0.363
H 2.47 -5.52 1.14 0.481
H 2.02 -7.75 2.12 0.390
C -3.06 1.62 -5.11 -0.152
C -3.82 0.59 -5.66 -0.727
C -3.15 -0.31 -6.38 0.059
C -1.72 -0.21 -6.53 -0.398
C -1.05 0.80 -5.93 -0.184
C -1.69 1.77 -5.16 -0.381
N -1.13 -1.11 -7.63 0.946
O -1.95 -1.84 -8.33 -0.595
O 0.07 -1.18 -7.77 -0.566
H -3.73 2.27 -4.57 0.383
H -4.90 0.55 -5.67 0.476
H -3.79 -0.97 -6.95 0.459
H -0.02 1.10 -5.93 0.396
H -1.12 2.45 -4.54 0.112
C -2.57 -1.96 -2.80 0.847
C -2.47 -1.82 -1.45 -0.893
C -2.80 -2.81 -0.61 0.027
C -3.06 -4.17 -1.09 -0.503
C -3.12 -4.30 -2.43 -0.485
C -3.02 -3.18 -3.29 -0.900
N -3.31 -5.31 -0.10 1.086
O -3.66 -4.97 1.05 -0.517
O -3.31 -6.48 -0.59 -0.620
H -2.25 -1.14 -3.43 0.042
H -2.12 -0.83 -1.20 0.526
H -2.50 -2.61 0.40 0.352
H -3.30 -5.29 -2.83 0.507
H -3.20 -3.27 -4.35 0.553
C -1.05 0.38 4.64 -0.544
C -2.08 0.03 3.76 -0.515
C -2.65 -1.27 3.84 -0.415
C -2.19 -2.11 4.93 -0.108
C -1.23 -1.70 5.81 -0.478
C -0.58 -0.47 5.59 -0.463
N -2.64 -3.51 4.93 1.063
O -2.46 -4.22 5.92 -0.650
O -3.31 -3.90 3.98 -0.584
H -0.46 1.27 4.46 0.523
H -2.21 0.74 2.95 0.535
H -3.38 -1.64 3.13 0.520
H -0.90 -2.33 6.63 0.549
H 0.06 -0.07 6.36 0.466
```

=====

Density functional theory data (ωB97M-V/def2-TZVPD) for C54H45KN12O4 as an isolated structure at a distorted geometry.

E_HOMO ... -0.955 eV
Spin multiplicity ... 1
Gap between HOMO and LUMO ... 4.279 eV
Net charge ... -2
F_max ... 1.70 eV/A
LUMO energy ... 0.122 hartree
Total energy ... -99124.92501 eV

The geometry in XYZ format:
```
116
Properties=species:S:1:pos:R:3:mulliken_charge:R:1
K -0.91 -0.69 0.91 1.578
C -5.13 -2.03 2.78 -0.713
O -4.67 -3.35 3.08 -0.584
C -4.02 -4.01 2.04 0.293
C -4.47 -5.28 1.75 -0.406
C -3.87 -6.06 0.76 -0.762
C -2.82 -5.51 0.05 -0.967
C -2.33 -4.22 0.31 1.408
C -1.17 -3.83 -0.50 -1.840
N -0.54 -2.72 -0.42 1.048
N 0.54 -2.62 -1.29 -0.506
C 1.11 -1.44 -1.29 -0.927
O 0.86 -0.36 -0.67 -0.547
C 2.34 -1.39 -2.20 0.542
C 3.02 -0.19 -2.36 -0.315
C 4.13 -0.09 -3.18 -0.158
C 4.60 -1.22 -3.85 -0.554
C 3.93 -2.43 -3.69 -0.842
C 2.81 -2.51 -2.89 -0.211
C -2.91 -3.40 1.35 0.294
O -2.46 -2.26 1.67 -0.520
H -5.69 -1.70 3.66 0.294
H -5.80 -2.06 1.92 0.259
H -4.30 -1.36 2.57 0.208
H -5.30 -5.65 2.34 0.399
H -4.24 -7.05 0.54 0.333
H -2.34 -6.08 -0.73 0.314
H -0.83 -4.56 -1.24 -0.013
H 2.63 0.68 -1.83 0.324
H 4.64 0.86 -3.32 0.394
H 5.48 -1.15 -4.48 0.375
H 4.29 -3.31 -4.21 0.385
H 2.27 -3.44 -2.76 0.477
C 1.65 4.27 0.43 -1.519
N 1.44 3.20 1.38 1.688
C 0.94 1.97 1.18 -0.684
N 0.91 1.31 2.32 -0.303
C 1.44 2.19 3.20 -0.617
N 1.79 3.35 2.68 -0.991
C 2.95 4.19 -0.32 0.512
C 3.36 5.29 -1.08 -0.940
C 4.54 5.26 -1.81 -0.640
C 5.33 4.12 -1.80 -0.935
C 4.92 3.02 -1.04 -0.060
C 3.74 3.06 -0.31 0.182
C 5.72 1.80 -1.07 0.289
N 6.75 1.51 -1.78 -0.470
N 7.05 0.17 -1.51 -0.604
C 6.17 -0.23 -0.66 0.370
O 5.30 0.76 -0.31 -0.079
C 5.99 -1.54 -0.05 0.429
C 6.57 -2.66 -0.63 -0.997
C 6.39 -3.90 -0.04 -0.843
C 5.66 -4.01 1.14 -0.637
C 5.09 -2.89 1.73 1.011
C 4.31 -3.00 3.02 -1.738
N 2.88 -3.01 2.82 1.180
C 2.05 -2.01 2.49 -0.262
N 0.82 -2.46 2.39 -0.098
C 0.95 -3.78 2.68 -0.313
N 2.18 -4.16 2.96 -1.163
C 5.25 -1.65 1.13 0.381
H 1.61 5.19 1.01 0.494
H 0.80 4.28 -0.25 0.434
H 0.65 1.59 0.21 0.771
H 1.55 1.99 4.25 0.488
H 2.74 6.18 -1.09 0.473
H 4.84 6.12 -2.39 0.380
H 6.25 4.07 -2.37 0.517
H 3.43 2.19 0.26 0.885
H 7.13 -2.56 -1.55 0.477
H 6.82 -4.78 -0.50 0.388
H 5.52 -4.98 1.60 0.417
H 4.57 -2.17 3.69 0.392
H 4.55 -3.93 3.53 0.426
H 2.36 -0.99 2.31 0.242
H 0.12 -4.46 2.68 0.542
H 4.81 -0.77 1.57 0.409
N -4.74 0.31 -5.16 -0.688
C -3.87 0.04 -4.09 0.583
C -3.21 1.08 -3.44 -0.441
C -2.41 0.77 -2.36 -0.416
N -2.21 -0.46 -1.89 0.577
C -2.81 -1.45 -2.54 -0.255
C -3.64 -1.25 -3.64 -1.092
H -5.18 1.21 -5.02 0.395
H -5.46 -0.40 -5.23 0.277
H -3.38 2.11 -3.71 0.265
H -1.93 1.57 -1.81 0.283
H -2.65 -2.45 -2.16 0.174
H -4.13 -2.10 -4.11 0.307
C -2.60 4.03 5.38 -0.470
C -1.52 4.01 4.51 -0.519
C -1.70 3.64 3.19 -0.209
C -2.95 3.27 2.69 0.492
C -4.03 3.30 3.58 -0.468
C -3.85 3.67 4.90 -0.524
C -3.11 2.89 1.27 -0.005
C -4.28 2.69 0.71 -1.338
C -4.87 2.47 -0.52 0.662
C -5.10 3.54 -1.44 -0.549
C -5.85 3.38 -2.59 -0.382
C -6.42 2.15 -2.93 -0.871
C -6.17 1.07 -2.07 -0.295
C -5.42 1.21 -0.92 -0.631
H -2.47 4.32 6.42 0.345
H -0.52 4.29 4.85 0.416
H -0.85 3.63 2.51 0.443
H -5.00 3.01 3.20 0.325
H -4.70 3.67 5.57 0.346
H -2.12 2.85 0.78 0.000
H -4.71 4.52 -1.20 0.363
H -6.00 4.24 -3.23 0.299
H -7.03 2.03 -3.82 0.641
H -6.57 0.09 -2.30 0.359
H -5.26 0.35 -0.29 0.662
```

=====

- Number 2 is which compound?
  C54H43IrN4O2PS2Se

=====

- What is the formula in the second record?
  C54H43IrN4O2PS2Se

=====

- Which of these has the highest F_max?
  C54H45InN9O31S3V